Below is 4 unconnected molecules or ions with the total composition C27H46BrF3NO11 in a non-equilibrium geometry, with properties calculated with the ωB97M-V functional and the def2-TZVPD basis.

```
89
Properties=species:S:1:pos:R:3:mulliken_charge:R:1
C 1.323 1.428 -2.720 0.50
O 1.428 2.853 -2.668 -0.37
C 2.766 3.255 -2.337 -0.60
C 2.744 4.000 -0.952 -0.99
C 2.724 3.038 0.300 0.58
C 1.607 3.399 1.360 -1.31
C 0.238 2.805 0.845 0.47
C -0.639 2.169 1.990 -1.29
C -0.388 0.606 2.171 0.59
C 0.955 0.472 2.948 -0.65
C 1.379 -0.995 3.275 0.47
C 2.963 -0.979 3.495 -1.42
C 3.598 -1.061 2.048 0.22
C 3.334 -2.518 1.502 -0.05
C 3.638 -2.518 -0.024 -1.67
C 2.779 -1.525 -0.889 1.39
C 2.621 -1.978 -2.387 -0.68
C 1.368 -2.879 -2.623 -0.18
O 0.171 -2.089 -2.602 -0.50
N 2.024 -3.077 1.943 -0.02
Br 1.277 -4.426 0.873 0.13
C 0.957 -2.035 2.188 -0.91
H 2.161 0.951 -3.274 0.74
H 1.264 0.996 -1.699 -0.47
H 0.383 1.199 -3.265 -0.63
H 3.140 3.940 -3.134 0.42
H 3.459 2.385 -2.336 0.25
H 1.834 4.638 -0.968 0.32
H 3.651 4.647 -0.934 0.45
H 3.734 3.057 0.767 0.57
H 2.582 2.003 -0.101 -0.74
H 1.584 4.509 1.421 0.54
H 1.903 3.020 2.357 0.45
H 0.403 2.098 0.014 -0.55
H -0.335 3.677 0.454 0.43
H -0.301 2.631 2.944 0.57
H -1.718 2.384 1.845 0.39
H -1.255 0.121 2.661 0.33
H -0.282 0.186 1.146 -0.55
H 0.809 0.985 3.928 0.36
H 1.807 0.961 2.434 -0.17
H 0.931 -1.325 4.240 0.62
H 3.292 -1.821 4.143 0.33
H 3.181 -0.009 3.985 0.49
H 4.691 -0.893 2.150 0.55
H 3.143 -0.279 1.413 -0.42
H 4.122 -3.142 1.984 0.29
H 3.633 -3.524 -0.501 0.50
H 4.693 -2.174 -0.121 0.44
H 3.358 -0.573 -0.945 0.12
H 1.794 -1.250 -0.458 -0.68
H 2.532 -1.113 -3.075 0.02
H 3.518 -2.555 -2.696 0.51
H 1.443 -3.491 -3.544 0.41
H 1.304 -3.600 -1.777 -0.09
H 0.046 -1.858 -1.680 0.21
H 2.178 -3.496 2.865 0.58
H 0.573 -1.606 1.247 0.15
H 0.108 -2.614 2.617 0.47
C -0.944 1.845 -6.046 -0.21
C -2.019 1.696 -5.021 0.61
O -3.151 1.341 -5.791 -0.38
C -2.663 0.684 -6.886 0.55
O -3.319 0.017 -7.611 -0.49
O -1.323 0.886 -7.032 -0.35
F -2.268 2.875 -4.399 -0.31
H -0.928 2.840 -6.497 0.31
H 0.044 1.625 -5.646 0.14
H -1.824 0.920 -4.276 0.15
C -4.195 -0.811 -1.367 -0.64
C -3.941 -0.793 0.114 0.29
O -2.542 -0.575 0.188 -0.18
C -2.213 0.126 -0.921 0.34
O -1.183 0.699 -1.048 -0.08
O -3.199 0.096 -1.849 -0.34
F -4.230 -1.994 0.685 -0.35
H -4.035 -1.798 -1.809 0.29
H -5.196 -0.469 -1.625 0.32
H -4.463 0.003 0.651 0.40
C -5.358 -2.464 4.934 -0.44
C -6.050 -1.879 3.737 0.57
O -5.940 -0.484 3.958 -0.30
C -4.800 -0.306 4.681 0.69
O -4.251 0.735 4.819 -0.50
O -4.364 -1.477 5.214 -0.32
F -7.361 -2.219 3.711 -0.30
H -6.026 -2.566 5.792 0.29
H -4.903 -3.431 4.725 0.28
H -5.587 -2.134 2.780 0.06
```

Values from the calculation:
Gap between HOMO and LUMO (eV): 7.02
HOMO energy (eV): -11.62
Net charge: +1
Electronic energy (eV): -130944.0283
F_max (eV Å⁻¹): 3.21

---

Below is a molecular structure, C27H46BrHgN3OP2 in a non-equilibrium geometry, with properties calculated with the ωB97M-V functional and the def2-TZVPD basis.

```
81
Properties=species:S:1:pos:R:3:mulliken_charge:R:1
N 3.193 5.811 -1.591 -0.50
C 2.577 5.728 -0.402 -0.46
C 2.739 4.628 0.451 -0.35
C 3.660 3.608 0.088 0.55
C 4.126 3.627 -1.249 -0.22
C 3.933 4.782 -2.019 -0.53
C 4.060 2.576 1.017 -0.44
Hg 0.130 -1.132 0.215 1.17
P -1.797 -2.908 1.065 0.02
C 4.565 1.370 0.586 -0.76
C 4.004 0.111 0.998 0.87
C 3.999 -1.011 0.120 -0.75
C 3.039 -1.985 0.217 -0.32
C 1.976 -1.849 1.189 -0.67
C 2.263 -0.976 2.315 -0.19
C 3.215 0.009 2.172 -0.68
Br 1.226 -3.763 1.645 0.05
H 3.893 2.778 2.078 0.59
H 5.319 1.339 -0.204 0.62
H 2.189 4.591 1.393 0.48
H 4.716 2.798 -1.629 0.34
H 1.953 6.581 -0.103 0.39
H 4.428 4.869 -2.993 0.35
H 4.712 -1.042 -0.706 0.40
H 3.331 0.786 2.924 0.36
H 3.004 -2.805 -0.497 0.54
H 1.610 -1.011 3.186 0.49
P -0.258 0.165 -2.114 0.44
C -1.575 -2.759 2.913 0.34
C -1.823 -3.905 3.884 -1.49
H -2.194 -1.893 3.202 0.32
H -0.534 -2.422 3.045 -0.17
H -1.671 -3.517 4.902 0.43
H -2.849 -4.288 3.847 0.33
H -1.116 -4.731 3.754 0.31
C -1.638 -4.485 0.083 -0.44
C -2.089 -5.791 0.725 -1.19
H -0.586 -4.557 -0.233 0.29
H -2.217 -4.298 -0.834 0.46
H -1.480 -6.618 0.334 0.37
H -1.980 -5.806 1.818 0.23
H -3.131 -6.017 0.456 0.35
C -3.573 -2.547 0.796 -0.16
C -4.613 -3.351 1.582 -1.25
H -3.732 -2.679 -0.289 0.41
H -3.672 -1.468 1.006 0.16
H -5.601 -3.179 1.139 0.38
H -4.436 -4.431 1.564 0.24
H -4.678 -3.036 2.628 0.32
C -1.888 0.912 -2.602 -0.85
C -3.097 0.048 -2.261 -1.09
H -1.847 1.097 -3.690 0.53
H -1.963 1.898 -2.115 0.39
H -3.996 0.472 -2.723 0.45
H -3.007 -0.981 -2.629 0.26
H -3.267 0.016 -1.179 0.14
C 0.018 -0.956 -3.559 -0.71
C 1.346 -1.708 -3.492 -1.02
H -0.035 -0.335 -4.468 0.49
H -0.836 -1.650 -3.585 0.43
H 1.328 -2.539 -4.204 0.42
H 2.196 -1.072 -3.763 0.30
H 1.542 -2.114 -2.492 0.11
C 0.986 1.504 -2.466 -0.06
C 0.475 2.926 -2.285 -1.30
H 1.375 1.364 -3.491 0.60
H 1.822 1.311 -1.771 -0.06
H 1.276 3.643 -2.494 0.36
H -0.358 3.164 -2.956 0.43
H 0.142 3.074 -1.252 0.14
C -0.968 4.571 1.156 -0.27
N -1.943 3.524 1.310 -0.21
C -1.671 2.202 1.179 0.47
N -2.741 1.405 1.572 -0.39
O -0.616 1.723 0.719 -0.34
H -0.065 4.156 0.701 -0.31
H -0.718 5.013 2.130 0.36
H -1.381 5.370 0.530 0.32
H -2.849 3.758 1.690 0.20
H -2.462 0.466 1.824 -0.02
H -3.418 1.838 2.194 0.23
```

Values from the calculation:
Gap between HOMO and LUMO (eV): 6.06
HOMO energy (eV): -13.44
Net charge: +2
Electronic energy (eV): -128043.0042
F_max (eV Å⁻¹): 2.59